# 1
A cluster of 2 separate species, C2H2Br2I2 in total in a non-equilibrium geometry, computed with wB97M-V/def2-TZVPD.

XYZ file:
```
8
Properties=species:S:1:pos:R:3:mulliken_spin:R:1
C -0.30947 1.35164 0.77875 0.01
C 0.26128 0.67996 -0.20143 0.00
Br -3.01953 -0.94744 1.08024 0.70
Br 0.36932 1.31657 -2.12608 0.01
I -0.86364 3.32842 0.51728 0.00
I -3.79466 -0.30391 -1.12867 1.29
H -0.52220 0.83583 1.76494 0.00
H 0.81412 -0.32857 -0.00510 0.00
```

Results
Total charge ... 0
Spin multiplicity ... 3
Orbital gap (spin up / spin down) ... 7.6 / 5.7 eV
HOMO energy (spin up / spin down) ... -7.47 / -9.35 eV
ΔE to the lowest compared entry with this formula, charge and spin ... 0.776 eV
LUMO energy (spin up / spin down) ... 0.0031 / -0.1327 hartree
F_max ... 4.4 eV Å⁻¹

=====

# 2
The ion C2H2BrClNO2 with charge -1 in a non-equilibrium geometry, computed with wB97M-V/def2-TZVPD.

XYZ file:
```
9
Properties=species:S:1:pos:R:3:mulliken_charge:R:1
O 1.84196 1.20169 1.08423 -0.66
C 2.37011 0.98909 0.02105 0.60
O 3.46221 1.18996 -0.40441 -0.67
N 1.53075 0.16755 -0.91778 -0.15
Cl 1.75462 0.25158 -2.60108 -0.14
C -0.11942 0.22018 -0.39161 -0.39
Br -1.10282 1.86568 -0.81222 -0.19
H -0.05456 0.16050 0.76365 0.30
H -0.70599 -0.52335 -0.98793 0.29
```

Results
Total charge ... -1
Orbital gap ... 8.0 eV
SMILES ... O=C([O-])N(Cl)CBr
HOMO energy ... -4.74 eV
ΔE to the lowest compared entry with this formula, charge and spin ... 1.446 eV
LUMO energy ... 0.1205 hartree
F_max ... 5.5 eV Å⁻¹

=====

# 3
The molecule C2H2BrClO2S in a non-equilibrium geometry, computed with wB97M-V/def2-TZVPD.

XYZ file:
```
9
Properties=species:S:1:pos:R:3:mulliken_charge:R:1
C 1.23919 -0.54096 0.08441 -0.52
C -2.01917 -0.00801 -0.57161 -0.13
O 0.82092 2.15938 0.12558 -0.48
O -1.09800 0.63017 0.08372 -0.04
S 0.37035 1.01311 -0.60150 0.62
Cl 0.36927 -1.86025 -0.71804 -0.12
Br -3.31250 -0.55115 0.62070 -0.05
H 2.32603 -0.32169 -0.12844 0.34
H 1.30391 -0.52062 1.10518 0.38
```

Results
Total charge ... 0
Orbital gap ... 9.3 eV
HOMO energy ... -9.26 eV
ΔE to the lowest compared entry with this formula, charge and spin ... 2.007 eV
LUMO energy ... 0.0015 hartree
F_max ... 3.5 eV Å⁻¹

=====

# 4
The molecule C2H2BrF2I in a non-equilibrium geometry, computed with wB97M-V/def2-TZVPD.

XYZ file:
```
8
Properties=species:S:1:pos:R:3:mulliken_charge:R:1
F -0.54960 -1.20961 -1.12943 -0.18
C -0.62874 -0.46644 -0.06997 0.40
F -0.72411 -1.22782 1.05395 -0.21
I -2.42451 0.82110 -0.14473 0.06
C 0.64788 0.47690 0.04906 -0.79
Br 2.45827 -0.33493 -0.17290 -0.13
H 0.49325 0.69227 1.06502 0.42
H 0.72756 1.24853 -0.65101 0.42
```

Results
Total charge ... 0
Orbital gap ... 10.0 eV
SMILES ... FC(F)(I)CBr
HOMO energy ... -10.32 eV
ΔE to the lowest compared entry with this formula, charge and spin ... 0.020 eV
LUMO energy ... -0.0120 hartree
F_max ... 2.9 eV Å⁻¹

=====

# 5
The ion C2H2BrO2S with charge -1 in a non-equilibrium geometry, computed with wB97M-V/def2-TZVPD.

XYZ file:
```
8
Properties=species:S:1:pos:R:3:mulliken_charge:R:1
O 1.36147 -1.11255 0.62305 -0.70
C 0.25076 -1.11494 0.11492 0.64
O -0.66337 -1.89926 -0.12158 -0.64
C -0.35048 0.26107 -0.38435 -0.30
S 0.48692 2.01825 0.42346 -0.32
Br -2.25023 0.49147 -0.40295 -0.15
H -0.02432 0.27176 -1.37201 0.29
H 1.18925 1.08419 1.11947 0.17
```

Results
Total charge ... -1
Orbital gap ... 8.1 eV
SMILES ... O=C([O-])[C@H](S)Br
HOMO energy ... -4.67 eV
ΔE to the lowest compared entry with this formula, charge and spin ... 1.224 eV
LUMO energy ... 0.1242 hartree
F_max ... 3.4 eV Å⁻¹

=====

# 6
The ion C2H2BrO2S with charge -1 in a non-equilibrium geometry, computed with wB97M-V/def2-TZVPD.

XYZ file:
```
8
Properties=species:S:1:pos:R:3:mulliken_charge:R:1
O -0.48145 1.34145 1.27235 -0.62
C 0.22749 1.36998 0.25488 0.37
O 0.48268 2.39374 -0.35084 -0.67
C 0.66694 -0.01901 -0.27474 0.03
S -0.39258 -1.22264 0.41532 -0.46
Br 2.68739 -0.11544 0.11626 -0.25
H 0.49643 0.13282 -1.38236 0.27
H -0.60650 -0.01561 1.30037 0.33
```

Results
Total charge ... -1
Orbital gap ... 8.1 eV
SMILES ... O=C([O-])[C@H](S)Br
HOMO energy ... -4.64 eV
ΔE to the lowest compared entry with this formula, charge and spin ... 0.542 eV
LUMO energy ... 0.1260 hartree
F_max ... 3.0 eV Å⁻¹

=====

# 7
A structure of composition C2H2BrO2S in a non-equilibrium geometry, computed with wB97M-V/def2-TZVPD.

XYZ file:
```
8
Properties=species:S:1:pos:R:3:mulliken_charge:R:1
C -0.67993 0.55523 0.45300 0.61
C 0.13071 -0.79871 0.13372 -0.23
O 0.08434 1.59707 0.36970 -0.45
O -1.81991 0.47986 0.70708 -0.55
S 1.76722 -0.61907 0.36244 -0.46
Br -0.26004 -0.53015 -2.32614 -0.52
H -0.29681 -1.88878 0.06211 0.31
H 1.07440 1.20456 0.23809 0.30
```

Results
Total charge ... -1
Orbital gap ... 7.7 eV
HOMO energy ... -4.29 eV
ΔE to the lowest compared entry with this formula, charge and spin ... 0.497 eV
LUMO energy ... 0.1262 hartree
F_max ... 4.3 eV Å⁻¹

=====

# 8
A cluster of 2 separate species, C2H2BrO2S2 in total in a non-equilibrium geometry, computed with wB97M-V/def2-TZVPD.

XYZ file:
```
9
Properties=species:S:1:pos:R:3:mulliken_charge:R:1
C 0.11626 0.05535 0.83103 0.37
C -0.85972 0.41167 -0.25007 0.12
O 1.18901 0.77911 1.01866 -0.47
O -0.07272 -0.82807 1.62913 -0.58
S 1.10705 -0.98938 -1.50801 -0.49
S -0.85567 1.89259 -0.91358 -0.29
Br -2.43245 -0.70991 -0.30948 -0.08
H 0.43039 -1.75638 -0.65268 0.08
H 1.37785 1.14503 0.15500 0.34
```

Results
Total charge ... -1
Orbital gap (spin up / spin down) ... 6.5 / 6.5 eV
HOMO energy (spin up / spin down) ... -3.87 / -3.87 eV
ΔE to the lowest compared entry with this formula, charge and spin ... 1.485 eV
LUMO energy (spin up / spin down) ... 0.0971 / 0.0970 hartree
F_max ... 2.5 eV Å⁻¹

=====

The calculation returns the following electronic energy values, one per record and in order: -158389.1666, -90256.5703, -99597.4508, -85683.9573, -87080.1251, -87080.8080, -87080.8521, -97915.2275 eV.